# C44H119N7O20

A 12-piece molecular cluster, C44H119N7O20 overall in a non-equilibrium geometry (ωB97M-V with the def2-TZVPD basis set, the Open Molecules 2025 dataset).

Properties
**Orbital gap**: 0.304 Ha
**HOMO energy**: -8.1 eV
**Electronic energy**: -3635.3206 Ha
**SMILES**: COCCNCCOC.COCCNCCOC.COCCNCCOC.COCCNCCOC.COCCNCCOC.COCCNCCOC.COCCNCCOC.OCCO.O.O.O.O

Each atom is followed by the atoms it is bonded to, with distances in Å.
Positions of all 190 atoms, in Å:
1 C 0.789 -2.450 -0.509  O2 1.410, H10 1.090, H11 1.090, H12 1.090
2 O 1.009 -1.100 -0.166  C1 1.410, C3 1.422
3 C -0.180 -0.437 0.246  O2 1.422, C4 1.513, H13 1.090, H14 1.090
4 C 0.299 0.914 0.730  C3 1.513, N5 1.502, H15 1.090, H16 1.090
5 N -0.682 1.710 1.542  C4 1.502, C6 1.468, H17 1.010
6 C -0.193 2.958 2.140  N5 1.468, C7 1.567, H18 1.090, H19 1.090
7 C -1.351 3.717 2.874  C6 1.567, O8 1.447, H20 1.090, H21 1.090
8 O -2.287 4.442 2.042  C7 1.447, C9 1.455
9 C -1.787 5.720 1.560  O8 1.455, H22 1.090, H23 1.090, H24 1.090
10 H 0.926 -3.141 0.322  C1 1.090
11 H 1.576 -2.702 -1.219  C1 1.090
12 H -0.155 -2.560 -1.043  C1 1.090
13 H -0.711 -0.942 1.054  C3 1.090
14 H -0.995 -0.243 -0.451  C3 1.090
15 H 0.701 1.495 -0.100  C4 1.090
16 H 1.091 0.653 1.433  C4 1.090
17 H -1.339 2.108 0.887  N5 1.010
18 H 0.263 3.542 1.341  C6 1.090
19 H 0.613 2.748 2.843  C6 1.090
20 H -0.975 4.525 3.501  C7 1.090
21 H -1.825 3.103 3.640  C7 1.090
22 H -0.720 5.760 1.340  C9 1.090
23 H -2.018 6.474 2.313  C9 1.090
24 H -2.333 6.112 0.701  C9 1.090
25 C 2.775 -4.947 2.017  O26 1.368, H34 1.090, H35 1.090, H36 1.090
26 O 2.426 -6.242 2.288  C25 1.368, C27 1.461
27 C 3.320 -6.806 3.297  O26 1.461, C28 1.529, H37 1.090, H38 1.090
28 C 3.139 -8.324 3.354  C27 1.529, N29 1.511, H39 1.090, H40 1.090
29 N 4.230 -9.097 2.651  C28 1.511, C30 1.485, H41 1.010
30 C 4.421 -8.793 1.210  N29 1.485, C31 1.495, H42 1.090, H43 1.090
31 C 5.431 -9.719 0.612  C30 1.495, O32 1.389, H44 1.090, H45 1.090
32 O 6.607 -9.696 1.351  C31 1.389, C33 1.408
33 C 7.761 -10.288 0.801  O32 1.408, H46 1.090, H47 1.090, H48 1.090
34 H 3.625 -4.873 1.338  C25 1.090
35 H 2.770 -4.308 2.900  C25 1.090
36 H 1.932 -4.542 1.456  C25 1.090
37 H 3.143 -6.299 4.245  C27 1.090
38 H 4.353 -6.616 3.006  C27 1.090
39 H 2.140 -8.502 2.957  C28 1.090
40 H 3.097 -8.557 4.418  C28 1.090
41 H 4.505 -9.962 3.094  N29 1.010
42 H 4.599 -7.730 1.049  C30 1.090
43 H 3.553 -9.053 0.603  C30 1.090
44 H 5.731 -9.379 -0.379  C31 1.090
45 H 5.108 -10.753 0.488  C31 1.090
46 H 8.657 -10.120 1.398  C33 1.090
47 H 8.225 -9.830 -0.073  C33 1.090
48 H 7.779 -11.374 0.706  C33 1.090
49 C -2.839 2.132 -5.189  O50 1.400, H58 1.090, H59 1.090, H60 1.090
50 O -3.671 2.663 -4.196  C49 1.400, C51 1.420
51 C -4.146 3.994 -4.334  O50 1.420, C52 1.532, H61 1.090, H62 1.090
52 C -5.004 4.451 -3.150  C51 1.532, N53 1.434, H63 1.090, H64 1.090
53 N -4.181 5.039 -2.134  C52 1.434, C54 1.455, H65 1.010
54 C -4.802 4.842 -0.833  N53 1.455, C55 1.588, H66 1.090, H67 1.090
55 C -4.787 3.325 -0.366  C54 1.588, O56 1.413, H68 1.090, H69 1.090
56 O -3.755 2.577 -0.976  C55 1.413, C57 1.347
57 C -3.674 1.326 -0.484  O56 1.347, H70 1.090, H71 1.090, H72 1.090
58 H -1.868 2.628 -5.181  C49 1.090
59 H -3.123 2.279 -6.231  C49 1.090
60 H -2.804 1.043 -5.192  C49 1.090
61 H -4.744 4.119 -5.237  C51 1.090
62 H -3.352 4.670 -4.652  C51 1.090
63 H -5.684 3.684 -2.780  C52 1.090
64 H -5.521 5.279 -3.635  C52 1.090
65 H -3.545 4.264 -2.016  N53 1.010
66 H -5.837 5.175 -0.909  C54 1.090
67 H -4.268 5.431 -0.087  C54 1.090
68 H -5.785 2.889 -0.415  C55 1.090
69 H -4.569 3.387 0.700  C55 1.090
70 H -4.406 0.686 -0.977  C57 1.090
71 H -3.675 1.381 0.605  C57 1.090
72 H -2.657 1.065 -0.773  C57 1.090
73 C 5.819 -1.343 -1.103  O74 1.448, H82 1.090, H83 1.090, H84 1.090
74 O 4.708 -0.685 -0.448  C73 1.448, C75 1.474
75 C 4.318 0.642 -0.958  O74 1.474, C76 1.559, H85 1.090, H86 1.090
76 C 3.515 0.697 -2.293  C75 1.559, N77 1.492, H87 1.090, H88 1.090
77 N 4.460 0.822 -3.441  C76 1.492, C78 1.503, H89 1.010
78 C 3.882 0.776 -4.828  N77 1.503, C79 1.496, H90 1.090, H91 1.090
79 C 5.076 0.490 -5.682  C78 1.496, O80 1.364, H92 1.090, H93 1.090
80 O 5.748 -0.629 -5.283  C79 1.364, C81 1.465
81 C 5.126 -1.897 -5.671  O80 1.465, H94 1.090, H95 1.090, H96 1.090
82 H 6.586 -0.639 -1.425  C73 1.090
83 H 5.537 -1.930 -1.977  C73 1.090
84 H 6.333 -1.984 -0.387  C73 1.090
85 H 5.189 1.294 -1.010  C75 1.090
86 H 3.768 1.074 -0.122  C75 1.090
87 H 2.732 1.448 -2.193  C76 1.090
88 H 3.061 -0.277 -2.476  C76 1.090
89 H 5.196 0.132 -3.475  N77 1.010
90 H 3.526 1.717 -5.247  C78 1.090
91 H 3.157 -0.024 -4.977  C78 1.090
92 H 5.724 1.331 -5.433  C79 1.090
93 H 4.878 0.436 -6.752  C79 1.090
94 H 5.672 -2.747 -5.262  C81 1.090
95 H 5.018 -1.996 -6.751  C81 1.090
96 H 4.171 -2.029 -5.161  C81 1.090
97 C -5.864 -1.459 1.379  O98 1.403, H106 1.090, H107 1.090, H108 1.090
98 O -5.949 -0.077 1.607  C97 1.403, C99 1.409
99 C -7.091 0.300 2.341  O98 1.409, C100 1.498, H109 1.090, H110 1.090
100 C -7.203 1.742 2.731  C99 1.498, N101 1.452, H111 1.090, H112 1.090
101 N -6.077 2.245 3.497  C100 1.452, C102 1.507, H113 1.010
102 C -5.993 3.748 3.425  N101 1.507, C103 1.578, H114 1.090, H115 1.090
103 C -5.508 4.191 4.860  C102 1.578, O104 1.457, H116 1.090, H117 1.090
104 O -4.059 4.162 5.016  C103 1.457, C105 1.432
105 C -3.473 5.072 5.955  O104 1.432, H118 1.090, H119 1.090, H120 1.090
106 H -4.960 -1.633 0.796  C97 1.090
107 H -6.557 -1.944 0.691  C97 1.090
108 H -5.965 -2.015 2.311  C97 1.090
109 H -6.922 -0.334 3.212  C99 1.090
110 H -7.996 -0.136 1.919  C99 1.090
111 H -8.202 1.956 3.113  C100 1.090
112 H -7.251 2.226 1.756  C100 1.090
113 H -5.205 1.965 3.072  N101 1.010
114 H -6.986 4.115 3.165  C102 1.090
115 H -5.317 4.099 2.645  C102 1.090
116 H -5.908 3.540 5.637  C103 1.090
117 H -5.790 5.215 5.103  C103 1.090
118 H -2.433 4.747 5.906  C105 1.090
119 H -3.953 4.826 6.902  C105 1.090
120 H -3.682 6.102 5.667  C105 1.090
121 C 4.495 8.004 -1.362  O122 1.461, H130 1.090, H131 1.090, H132 1.090
122 O 4.876 6.916 -0.463  C121 1.461, C123 1.403
123 C 5.725 5.903 -0.931  O122 1.403, C124 1.571, H133 1.090, H134 1.090
124 C 5.145 4.839 -1.931  C123 1.571, N125 1.431, H135 1.090, H136 1.090
125 N 3.979 4.084 -1.585  C124 1.431, C126 1.502, H137 1.010
126 C 2.654 4.790 -1.563  N125 1.502, C127 1.522, H138 1.090, H139 1.090
127 C 1.425 3.972 -1.197  C126 1.522, O128 1.411, H140 1.090, H141 1.090
128 O 0.812 3.673 -2.432  C127 1.411, C129 1.372
129 C -0.485 3.233 -2.346  O128 1.372, H142 1.090, H143 1.090, H144 1.090
130 H 5.184 7.938 -2.204  C121 1.090
131 H 4.474 8.927 -0.784  C121 1.090
132 H 3.456 7.913 -1.678  C121 1.090
133 H 6.148 5.339 -0.100  C123 1.090
134 H 6.671 6.271 -1.328  C123 1.090
135 H 5.944 4.149 -2.204  C124 1.090
136 H 4.874 5.236 -2.909  C124 1.090
137 H 3.903 3.461 -2.376  N125 1.010
138 H 2.468 5.519 -2.352  C126 1.090
139 H 2.747 5.496 -0.737  C126 1.090
140 H 0.702 4.473 -0.553  C127 1.090
141 H 1.639 3.005 -0.742  C127 1.090
142 H -1.102 4.083 -2.054  C129 1.090
143 H -0.586 2.409 -1.638  C129 1.090
144 H -0.888 2.797 -3.260  C129 1.090
145 C -1.905 -1.940 -2.904  O146 1.403, H154 1.090, H155 1.090, H156 1.090
146 O -2.346 -2.742 -1.839  C145 1.403, C147 1.424
147 C -2.140 -4.121 -2.128  O146 1.424, C148 1.479, H157 1.090, H158 1.090
148 C -2.110 -4.877 -0.857  C147 1.479, N149 1.489, H159 1.090, H160 1.090
149 N -2.267 -6.344 -1.060  C148 1.489, C150 1.446, H161 1.010
150 C -1.016 -7.062 -1.155  N149 1.446, C151 1.503, H162 1.090, H163 1.090
151 C -1.125 -8.556 -1.281  C150 1.503, O152 1.369, H164 1.090, H165 1.090
152 O -1.821 -8.826 -2.428  C151 1.369, C153 1.336
153 C -1.902 -10.142 -2.645  O152 1.336, H166 1.090, H167 1.090, H168 1.090
154 H -2.490 -2.030 -3.819  C145 1.090
155 H -0.898 -2.220 -3.213  C145 1.090
156 H -2.033 -0.966 -2.433  C145 1.090
157 H -1.235 -4.438 -2.646  C147 1.090
158 H -3.009 -4.420 -2.715  C147 1.090
159 H -2.982 -4.535 -0.298  C148 1.090
160 H -1.292 -4.602 -0.191  C148 1.090
161 H -2.984 -6.758 -1.638  N149 1.010
162 H -0.464 -6.979 -0.218  C150 1.090
163 H -0.362 -6.639 -1.918  C150 1.090
164 H -1.550 -8.994 -0.378  C151 1.090
165 H -0.108 -8.935 -1.372  C151 1.090
166 H -2.525 -10.319 -3.522  C153 1.090
167 H -2.324 -10.821 -1.905  C153 1.090
168 H -0.905 -10.479 -2.927  C153 1.090
169 O -2.536 7.565 -2.054  H170 0.957, H171 0.957
170 H -3.192 8.231 -1.847  O169 0.957
171 H -2.979 6.733 -1.889  O169 0.957
172 O 2.062 5.255 2.923  H173 0.957, H174 0.957
173 H 1.453 5.980 3.070  O172 0.957
174 H 2.110 4.807 3.767  O172 0.957
175 O 0.059 7.204 3.910  H176 0.957, H177 0.957
176 H 0.059 7.336 4.858  O175 0.957
177 H -0.557 7.856 3.576  O175 0.957
178 O 3.240 -1.893 1.434  H179 0.957, H180 0.957
179 H 3.372 -1.529 0.559  O178 0.957
180 H 2.803 -1.195 1.922  O178 0.957
181 C -1.373 -0.932 5.555  C182 1.572, O184 1.442, H185 1.090, H186 1.090
182 C -1.514 0.218 4.492  C181 1.572, O183 1.426, H187 1.090, H188 1.090
183 O -1.485 -0.304 3.165  C182 1.426, H189 0.960
184 O -0.831 -0.315 6.741  C181 1.442, H190 0.960
185 H -0.806 -1.781 5.173  C181 1.090
186 H -2.305 -1.427 5.828  C181 1.090
187 H -0.624 0.845 4.444  C182 1.090
188 H -2.409 0.795 4.724  C182 1.090
189 H -1.134 0.405 2.622  O183 0.960
190 H -1.089 -0.796 7.531  O184 0.960